#one
{
  "formula": "C2H5NS2",
  "method": "ωB97M-V with the def2-TZVPD basis set",
  "smiles": "CC1(N)SS1",
  "e_lumo_ha": 0.0053,
  "charge": 0,
  "species": ["C", "C", "N", "S", "S", "H", "H", "H", "H", "H"],
  "coordinates": [[-0.8665, 0.3767, 0.2054], [0.0944, -0.3620, -0.1569], [-0.6560, 1.6886, 0.6863], [-2.3657, -0.5761, 0.7886], [-2.1504, -0.0512, -1.1657], [-0.2135, 1.5035, 1.3476], [-0.1036, -1.3677, -0.3687], [1.0795, -0.4189, 0.2356], [0.2509, 0.1192, -1.1587], [-0.7650, 2.3300, -0.0763]]
}

---

#two
{
  "formula": "C2H5NS2",
  "method": "ωB97M-V with the def2-TZVPD basis set",
  "e_lumo_ha": 0.0244,
  "charge": 0,
  "species": ["C", "C", "H", "H", "H", "H", "H", "N", "S", "S"],
  "coordinates": [[-0.4290, 1.1515, 0.1196], [-0.6993, -0.3435, -0.2414], [1.6614, 1.3832, -0.4756], [-0.1473, 1.2020, 1.0258], [-1.3055, 1.8406, 0.0334], [-1.8387, -0.4928, -1.0173], [1.6126, -2.8504, 1.0181], [0.2088, -1.1146, 0.3645], [0.5406, 2.0805, -1.0537], [0.3964, -2.8565, 0.2267]]
}

---

Most stable: #two

---

#one
{
  "formula": "H3O2SSi",
  "method": "ωB97M-V with the def2-TZVPD basis set",
  "e_lumo_ha": 0.1507,
  "charge": -1,
  "species": ["O", "O", "Si", "S", "H", "H", "H"],
  "coordinates": [[0.8823, 2.0504, -0.2756], [2.2290, -0.1349, 0.2430], [-0.7112, -0.4435, -0.0726], [1.0670, 0.7059, 0.6733], [-1.2376, -0.0561, -1.3764], [-0.4575, -1.8893, -0.1120], [-1.7720, -0.2325, 0.9203]]
}

---

#two
{
  "formula": "H3O2SSi",
  "method": "ωB97M-V with the def2-TZVPD basis set",
  "e_lumo_ha": 0.1466,
  "charge": -1,
  "species": ["O", "O", "Si", "S", "H", "H", "H"],
  "coordinates": [[1.3516, -1.2014, 0.0291], [1.9939, 1.2632, 0.6701], [-0.8901, 0.0716, -0.0397], [1.3769, 0.3359, -0.3937], [-2.1034, 0.8303, -0.0727], [-1.1609, -0.6512, -1.3027], [-0.5680, -0.6483, 1.1096]]
}

---

Most stable: #one

---

#one
{
  "formula": "C5H8S",
  "method": "ωB97M-V with the def2-TZVPD basis set",
  "smiles": "C#C[C@@H](C)SC",
  "e_lumo_ha": 0.0367,
  "charge": 0,
  "species": ["C", "C", "C", "C", "C", "S", "H", "H", "H", "H", "H", "H", "H", "H"],
  "coordinates": [[0.7510, 1.4409, -1.6437], [0.0161, 0.6588, -1.0841], [-0.9419, -1.7386, -0.8809], [0.7412, 1.0217, 1.7713], [-0.5624, -0.3402, -0.2049], [0.7636, -0.6109, 1.0381], [1.0526, 2.2098, -2.2706], [-0.5488, -2.3865, -0.1774], [-0.2367, -2.1026, -1.6225], [-2.0342, -2.0486, -1.0649], [-0.2548, 1.3858, 2.0806], [1.2918, 1.6676, 1.0718], [1.3805, 0.8101, 2.6426], [-1.4181, 0.0328, 0.3446]]
}

---

#two
{
  "formula": "C5H8S",
  "method": "ωB97M-V with the def2-TZVPD basis set",
  "smiles": "S=CC1CCC1",
  "e_lumo_ha": -0.0079,
  "charge": 0,
  "species": ["C", "C", "C", "C", "C", "H", "H", "H", "H", "H", "H", "H", "H", "S"],
  "coordinates": [[0.8904, -0.0393, 0.3604], [-0.3922, -0.0271, -0.4300], [-1.2803, 1.0657, 0.1355], [-2.5110, 0.0618, -0.0961], [-1.5143, -1.0863, 0.0987], [0.7018, -0.0939, 1.4140], [-0.4786, 0.1136, -1.5383], [-1.1289, 2.0487, -0.2705], [-1.0578, 1.1875, 1.1807], [-2.8283, 0.3162, -1.1378], [-3.2924, 0.0154, 0.6581], [-1.7665, -1.9332, -0.4474], [-1.4023, -1.1211, 1.1255], [2.5061, -0.0239, -0.0872]]
}

---

#three
{
  "formula": "C5H8S",
  "method": "ωB97M-V with the def2-TZVPD basis set",
  "e_lumo_ha": 0.0302,
  "charge": 0,
  "species": ["C", "C", "C", "C", "C", "S", "H", "H", "H", "H", "H", "H", "H", "H"],
  "coordinates": [[-0.2472, 2.0884, 1.2107], [-0.3761, 1.6508, 0.0096], [1.5098, -0.7022, -0.6096], [0.0712, -0.6152, -0.1758], [-1.1044, -1.4561, -0.4682], [1.1329, -1.1260, 1.1472], [-0.3612, 3.0929, 1.6249], [-0.0491, 1.4413, 2.0726], [-0.1674, 1.8447, -0.9298], [1.6815, -1.4449, -1.4241], [1.9944, 0.2895, -0.7683], [-1.9910, -1.2425, 0.0604], [-0.7875, -2.5238, -0.2569], [-1.3059, -1.2968, -1.4928]]
}

---

#four
{
  "formula": "C5H8S",
  "method": "ωB97M-V with the def2-TZVPD basis set",
  "smiles": "C1C[C@@H]2S[C@H]2C1",
  "e_lumo_ha": 0.0406,
  "charge": 0,
  "species": ["C", "C", "C", "C", "C", "H", "H", "H", "H", "H", "H", "H", "H", "S"],
  "coordinates": [[1.9309, 0.0028, -0.0111], [1.0057, 1.2861, 0.1570], [-0.2641, 0.6441, -0.3783], [-0.2660, -0.6379, 0.3371], [1.0458, -1.2799, -0.1376], [2.5817, 0.1150, -0.8902], [2.5810, -0.0188, 0.8651], [0.9246, 1.5354, 1.2252], [1.3672, 2.1811, -0.3929], [-0.1294, 0.4577, -1.4235], [-0.1110, -0.4784, 1.4127], [1.3690, -2.0699, 0.5322], [1.0370, -1.7078, -1.1759], [-1.8958, -0.0066, 0.0028]]
}

---

Most stable: #two

---

#one
{
  "formula": "C5H5N3",
  "method": "ωB97M-V with the def2-TZVPD basis set",
  "smiles": "[H]/N=C1/N=CN=C1C=C",
  "e_lumo_ha": -0.0408,
  "charge": 0,
  "species": ["C", "C", "C", "C", "C", "H", "H", "H", "H", "H", "N", "N", "N"],
  "coordinates": [[-2.3732, 0.0809, 0.0712], [-1.1811, -0.6028, -0.2466], [0.1436, -0.4098, 0.0949], [2.4264, -0.7055, 0.1006], [1.0607, 0.8726, 0.0153], [-2.3793, 0.8444, 1.0820], [-3.3246, -0.3745, -0.2177], [-1.1376, -1.4497, -0.9802], [3.2338, -1.4677, -0.2354], [-0.4746, 2.0621, 0.1969], [0.9736, -1.4556, 0.2593], [2.5237, 0.6223, -0.1182], [0.5086, 1.9832, -0.0223]]
}

---

#two
{
  "formula": "C5H5N3",
  "method": "ωB97M-V with the def2-TZVPD basis set",
  "smiles": "C1=Cc2nn[nH]c2C1",
  "e_lumo_ha": 0.0288,
  "charge": 0,
  "species": ["C", "C", "C", "C", "C", "H", "H", "H", "H", "H", "N", "N", "N"],
  "coordinates": [[-0.8573, 1.0140, -0.0006], [-1.7018, -0.2978, -0.1173], [-0.9024, -1.3828, 0.0177], [0.5239, -0.9186, 0.0020], [0.5497, 0.4281, 0.0434], [-1.0275, 1.7259, -0.7945], [-1.0335, 1.4236, 1.0235], [-2.8219, -0.3107, -0.1970], [-1.2304, -2.4261, 0.1074], [2.3085, 1.7046, 0.0425], [1.7806, -1.3815, -0.0145], [2.5728, -0.3491, -0.0719], [1.8394, 0.7703, -0.0409]]
}

---

#three
{
  "formula": "C5H5N3",
  "method": "ωB97M-V with the def2-TZVPD basis set",
  "smiles": "C=C(C#N)N(C)C#N",
  "e_lumo_ha": 0.0170,
  "charge": 0,
  "species": ["C", "N", "C", "C", "C", "C", "N", "N", "H", "H", "H", "H", "H"],
  "coordinates": [[-0.1404, 1.7175, 0.0891], [-0.3662, 0.3465, -0.3814], [0.3194, -0.7153, 0.0763], [0.2080, -2.0236, 0.2061], [-1.8563, -0.1271, -0.1533], [1.8343, -0.1216, -0.3194], [-2.9932, -0.3150, -0.1675], [2.9446, 0.1842, -0.3403], [0.5686, 2.1918, -0.5901], [0.2394, 1.7483, 1.1108], [-1.0869, 2.2502, 0.0271], [-0.7614, -2.4935, 0.2537], [1.0901, -2.6425, 0.1889]]
}

---

Most stable: #two

---

#one
{
  "formula": "C2HO3S2",
  "method": "ωB97M-V with the def2-TZVPD basis set",
  "smiles": "O=C(O)C1([O-])SS1",
  "e_lumo_ha": 0.1301,
  "charge": -1,
  "species": ["C", "C", "O", "O", "O", "S", "S", "H"],
  "coordinates": [[-0.2531, -0.7516, -0.0845], [0.0811, 0.6741, -0.5315], [-1.4373, -0.8572, 0.5600], [0.3645, -1.7230, -0.4784], [-0.5701, 1.7006, -0.5318], [1.5558, 0.5040, 1.0089], [1.9492, 0.5771, -1.0603], [-1.6900, -0.1240, 1.1176]]
}

---

#two
{
  "formula": "C2HO3S2",
  "method": "ωB97M-V with the def2-TZVPD basis set",
  "e_lumo_ha": [0.1184, 0.0507],
  "charge": -1,
  "species": ["C", "C", "O", "O", "O", "S", "S", "H"],
  "coordinates": [[1.6939, 0.6821, 1.0855], [2.9834, 0.1894, 1.0067], [3.8354, -0.4205, 0.3729], [0.5403, 0.9461, 0.8514], [-1.3727, -0.6730, -0.4053], [2.7706, 0.8592, 2.6700], [-0.6049, -1.2887, -1.8093], [-0.6409, -0.1081, -0.1051]]
}

---

Most stable: #one

---

#one
{
  "formula": "H16N5",
  "method": "ωB97M-V with the def2-TZVPD basis set",
  "e_lumo_ha": -0.1059,
  "charge": 1,
  "species": ["N", "H", "H", "H", "H", "N", "H", "H", "H", "N", "H", "H", "H", "N", "H", "H", "H", "N", "H", "H", "H"],
  "coordinates": [[-0.2445, -0.9196, 0.0418], [0.6181, -1.4147, -0.2947], [-0.5317, -1.3034, 1.1157], [-0.1774, 0.1385, 0.0594], [-1.0738, -1.1023, -0.5696], [-0.5495, -1.1863, 2.6746], [-0.9545, -2.0811, 2.9398], [-1.2363, -0.4699, 2.8975], [0.3695, -1.1646, 3.0809], [1.3182, 1.4823, -0.0256], [1.1261, 1.7286, -0.9862], [2.1714, 1.0103, 0.2343], [1.3474, 2.4404, 0.3616], [1.5856, -1.3986, -2.1192], [2.0402, -2.2791, -2.3049], [2.3356, -0.6994, -2.0200], [0.9145, -1.1982, -2.8524], [-2.2374, 2.0063, -0.5609], [-1.3325, 1.6188, -0.7905], [-2.1165, 2.5389, 0.2765], [-2.7080, 2.4503, -1.3278]]
}

---

#two
{
  "formula": "H16N5",
  "method": "ωB97M-V with the def2-TZVPD basis set",
  "e_lumo_ha": -0.1035,
  "charge": 1,
  "species": ["N", "H", "H", "H", "H", "N", "H", "H", "H", "N", "H", "H", "H", "N", "H", "H", "H", "N", "H", "H", "H"],
  "coordinates": [[0.3650, 0.1191, 0.6001], [-0.2702, -0.2670, -0.1290], [0.3839, 1.1478, 0.6787], [0.1449, -0.2974, 1.5291], [1.2577, -0.1846, 0.1892], [0.2484, 3.2654, 0.2878], [0.2756, 3.4093, -0.7192], [0.9711, 3.8639, 0.6761], [-0.5824, 3.7540, 0.5943], [-1.0282, -1.6503, 2.3573], [-0.8133, -1.5606, 3.3416], [-0.9448, -2.6491, 2.1514], [-2.0125, -1.5050, 2.1441], [-1.9953, 0.1991, -1.1613], [-2.0448, 1.2147, -1.2417], [-2.9006, -0.1103, -0.8419], [-1.6429, -0.1530, -2.0455], [2.5080, -1.9373, -2.0362], [3.1746, -2.1331, -2.7563], [1.6070, -1.9791, -2.4885], [2.5939, -2.4246, -1.1694]]
}

---

Most stable: #two

---

#one
{
  "formula": "C2H5N2",
  "method": "ωB97M-V with the def2-TZVPD basis set",
  "e_lumo_ha": [-0.2319, -0.2319],
  "charge": 1,
  "species": ["C", "C", "N", "N", "H", "H", "H", "H", "H"],
  "coordinates": [[-0.6368, 0.5787, -0.3067], [0.7180, -0.6521, 0.4536], [0.4033, -0.0731, -0.8640], [-0.4937, 0.1935, 0.9091], [-1.8744, 1.4931, -1.4883], [0.6038, -1.7797, 0.6014], [1.5762, -0.2571, 0.8767], [0.5065, -0.3155, -1.9007], [-0.8028, 0.8122, 1.7191]]
}

---

#two
{
  "formula": "C2H5N2",
  "method": "ωB97M-V with the def2-TZVPD basis set",
  "e_lumo_ha": -0.1709,
  "charge": 1,
  "species": ["C", "C", "N", "N", "H", "H", "H", "H", "H"],
  "coordinates": [[0.3288, -0.7928, 0.6835], [-0.1890, 0.7033, -0.5306], [-0.5669, 0.2100, 0.7856], [0.8290, -0.3432, -0.4782], [0.6586, -1.6473, 1.3400], [-1.0515, 0.5820, -1.2985], [0.1623, 1.8079, -0.4746], [-1.6845, 0.2611, 1.0676], [1.5134, -0.7810, -1.0949]]
}

---

#three
{
  "formula": "C2H5N2",
  "method": "ωB97M-V with the def2-TZVPD basis set",
  "e_lumo_ha": [-0.2667, -0.2666],
  "charge": 1,
  "species": ["C", "C", "N", "N", "H", "H", "H", "H", "H"],
  "coordinates": [[0.6785, -0.9543, 0.0359], [-0.2778, 0.7501, -0.1434], [-0.5801, -0.6334, -0.0223], [1.0869, 0.2940, -0.1794], [1.1724, -2.0239, 0.1224], [-0.5864, 1.2091, -1.0980], [-0.4723, 1.1628, 0.8463], [-2.0538, -1.5695, -0.5796], [2.0245, 0.8353, -0.0083]]
}

---

Most stable: #two